A cluster of 2 separate species, C5H13NO in total at a distorted geometry. Source: the Open Molecules 2025 dataset; level of theory: wB97M-V/def2-TZVPD.

```
! wB97M-V def2-TZVPD RIJCOSX def2/J DEFGRID3
* xyz 0 1
O -0.2758 2.5001 0.7654
N -0.3157 -0.6452 0.1241
C -1.4121 0.2712 -0.1560
C 1.0082 -0.0073 0.1884
C 1.9930 -0.9598 0.8234
C -2.7325 -0.3229 0.2581
C 1.4607 0.5945 -1.1547
H 0.8138 0.8818 0.8244
H 2.5370 0.7713 -1.1662
H 2.9673 -0.4797 0.9488
H 2.1784 -1.8192 0.1721
H -3.5734 0.3272 0.0253
H -1.1792 1.1553 0.5089
H 1.2092 -0.0232 -2.0184
H 1.6544 -1.3117 1.7964
H 1.0085 1.5815 -1.2294
H -0.2737 -1.3428 -0.6131
H -2.9103 -1.2790 -0.2337
H -1.4143 0.6233 -1.1933
H -2.7435 -0.5152 1.3295
*
```

The calculation puts the strongest force on any atom at 1.78 eV/Å. The value obtained for the energy above the lowest of the compared OMol25 structures with the same formula, charge and spin is 677.72 kJ/mol. The HOMO energy comes out at -0.341 hartree. The gap between HOMO and LUMO comes out at 6.06 eV. For the LUMO energy, the calculation gives -3.218 eV.